Molecular formula: C59H42Cl2MoN3O3Sb
Method: DFT, ωB97M-V with the def2-TZVPD basis set

Computed properties:
energy relative to the best compared isomer or geometry (same formula, charge and spin): 3.680 eV
gap between HOMO and LUMO (alpha / beta): 5.42 / 6.53 eV
<S²>: 2.035
DFT total energy: -105914.10316 eV
2S+1: 3
HOMO level (alpha / beta): -0.2248 / -0.2756 hartree

Each line ends with the Mulliken charge.
Geometry (Å):
Mo (-0.667, -0.503, 0.946)  -2.441
Cl (-1.973, 5.600, -2.182)  -0.295
C (-2.028, 3.945, -1.629)  -0.232
C (-2.963, 3.073, -2.178)  -0.973
C (-2.961, 1.759, -1.771)  -0.685
C (-2.021, 1.321, -0.826)  0.875
O (-1.890, 0.033, -0.582)  1.404
C (-1.165, 2.218, -0.183)  -0.242
C (-1.848, 0.856, 2.261)  1.411
N (-0.465, 1.106, 2.176)  0.127
C (0.313, 0.887, 3.396)  0.367
C (0.827, 1.832, 4.238)  -0.393
C (1.461, 1.451, 5.442)  -1.286
C (1.556, 0.143, 5.808)  -1.117
C (1.008, -0.857, 4.974)  1.382
C (1.067, -2.238, 5.275)  -0.880
C (0.524, -3.141, 4.414)  -1.206
C (-0.074, -2.677, 3.227)  0.014
N (-0.145, -1.404, 2.919)  0.630
C (0.389, -0.479, 3.772)  -1.139
C (-1.152, 3.539, -0.651)  -0.366
H (-3.663, 3.426, -2.923)  0.506
H (-3.656, 1.040, -2.183)  0.511
H (-2.120, 0.305, 3.159)  0.974
H (0.768, 2.876, 3.996)  0.391
H (1.872, 2.227, 6.073)  0.460
H (2.047, -0.147, 6.728)  0.457
H (1.551, -2.557, 6.191)  0.452
H (0.558, -4.204, 4.604)  0.472
H (-0.488, -3.375, 2.516)  0.390
H (-0.474, 4.278, -0.251)  0.338
Cl (-6.827, -1.832, -2.772)  -0.268
C (-5.483, -1.972, -1.667)  0.429
C (-4.325, -2.607, -2.077)  -1.000
C (-3.254, -2.695, -1.200)  0.101
C (-3.315, -2.159, 0.084)  0.118
C (-2.140, -2.173, 0.987)  -2.101
C (-4.509, -1.551, 0.471)  0.325
C (-5.589, -1.449, -0.389)  -1.129
H (-4.256, -3.017, -3.076)  0.481
H (-2.340, -3.174, -1.535)  0.442
H (-1.496, -3.031, 0.748)  0.420
H (-2.467, -2.280, 2.024)  0.854
H (-4.590, -1.147, 1.474)  0.523
H (-6.507, -0.968, -0.077)  0.447
C (-4.304, 4.363, 2.038)  -1.014
C (-4.844, 3.096, 1.903)  -0.958
C (-4.006, 1.997, 1.953)  -0.421
C (-2.629, 2.120, 2.104)  -0.315
C (-0.166, 1.608, 0.768)  2.387
C (1.022, 2.486, 0.897)  0.147
C (0.590, 3.632, 1.791)  -1.256
C (-0.621, 3.902, 2.310)  -0.714
C (-2.051, 3.417, 2.216)  1.464
C (-2.937, 4.501, 2.206)  -0.923
H (-4.935, 5.241, 2.011)  0.401
H (-5.908, 2.961, 1.763)  0.453
H (-4.416, 1.001, 1.844)  0.382
H (1.322, 2.857, -0.088)  0.513
H (1.381, 4.338, 2.034)  0.226
H (-0.610, 4.818, 2.896)  0.411
H (-2.526, 5.499, 2.304)  0.436
C (-1.982, -1.890, -5.932)  -0.851
C (-0.718, -2.452, -5.814)  -0.701
C (-0.002, -2.318, -4.633)  -0.744
C (-0.545, -1.618, -3.557)  1.071
C (-1.818, -1.067, -3.679)  -0.216
C (-2.532, -1.199, -4.863)  -0.953
Sb (0.546, -1.338, -1.745)  0.628
C (2.242, -2.540, -2.217)  0.782
C (3.208, -2.120, -3.128)  -0.422
C (4.278, -2.943, -3.452)  -0.796
C (4.388, -4.199, -2.873)  -0.642
C (3.425, -4.630, -1.971)  -0.606
C (2.360, -3.803, -1.642)  -0.722
C (1.403, 0.553, -2.236)  0.831
C (2.679, 0.880, -1.779)  -0.670
C (3.215, 2.138, -2.020)  -0.601
C (2.475, 3.086, -2.716)  -0.989
C (1.206, 2.767, -3.180)  -0.436
C (0.675, 1.504, -2.946)  -0.722
H (-2.538, -1.996, -6.855)  0.380
H (-0.287, -2.999, -6.643)  0.424
H (0.981, -2.765, -4.556)  0.377
H (-2.261, -0.550, -2.838)  0.194
H (-3.523, -0.767, -4.943)  0.497
H (3.132, -1.144, -3.592)  0.459
H (5.025, -2.602, -4.158)  0.433
H (5.223, -4.841, -3.124)  0.398
H (3.508, -5.608, -1.516)  0.403
H (1.636, -4.137, -0.910)  0.298
H (3.273, 0.147, -1.243)  0.606
H (4.210, 2.374, -1.663)  0.450
H (2.889, 4.068, -2.903)  0.381
H (0.623, 3.502, -3.721)  0.439
H (-0.317, 1.271, -3.319)  0.280
O (2.178, 1.866, 1.488)  -0.432
C (2.420, 0.556, 1.311)  -0.914
N (1.509, -0.431, 1.102)  3.067
C (2.180, -1.662, 1.146)  -1.061
O (1.585, -2.746, 1.048)  -0.652
C (3.592, -1.378, 1.332)  0.585
C (4.707, -2.210, 1.388)  -0.646
C (5.944, -1.626, 1.572)  -0.779
C (6.075, -0.227, 1.702)  -0.697
C (4.983, 0.608, 1.645)  -0.693
C (3.723, 0.020, 1.454)  0.257
H (4.596, -3.281, 1.277)  0.513
H (6.831, -2.245, 1.615)  0.441
H (7.062, 0.196, 1.844)  0.431
H (5.088, 1.681, 1.737)  0.556

=====

Molecular formula: C59H50BF9O7
Method: DFT, ωB97M-V with the def2-TZVPD basis set

Computed properties:
gap between HOMO and LUMO: 7.79 eV
DFT total energy: -101457.16568 eV
HOMO level: -0.3314 hartree

Each line ends with the Mulliken charge.
Geometry (Å):
O (-2.017, -4.339, -1.380)  -0.640
C (-1.182, -3.429, -1.640)  0.619
O (0.163, -3.675, -2.096)  -0.262
C (0.669, -2.427, -2.551)  0.205
O (1.691, -2.169, -3.231)  -0.569
C (-0.253, -1.206, -2.128)  0.723
B (-0.061, 0.396, -2.265)  0.467
O (-0.189, 1.139, -3.500)  -0.573
O (0.221, 1.120, -1.034)  -0.368
C (-1.401, -1.822, -1.555)  0.276
C (-2.689, -1.014, -0.981)  -0.675
O (-3.317, -0.438, -2.172)  -0.051
O (-4.683, -0.528, -2.080)  -0.500
H (-0.583, 2.004, -3.237)  0.289
H (1.046, 1.644, -1.129)  0.176
H (-3.414, -1.728, -0.470)  0.325
H (-2.387, -0.141, -0.305)  0.282
H (-5.002, -0.175, -2.958)  0.350
F (-5.877, 1.040, -3.601)  -0.256
C (-7.049, 1.065, -4.269)  0.531
C (-7.336, 0.058, -5.177)  -0.435
C (-8.546, 0.081, -5.862)  -0.367
C (-9.450, 1.117, -5.638)  -0.508
C (-9.149, 2.125, -4.727)  -0.365
C (-7.943, 2.096, -4.034)  -0.498
H (-6.616, -0.735, -5.344)  0.386
H (-8.784, -0.705, -6.569)  0.359
H (-10.392, 1.136, -6.176)  0.362
H (-9.852, 2.932, -4.557)  0.357
H (-7.695, 2.867, -3.315)  0.408
F (2.329, 3.950, -1.313)  -0.423
C (2.017, 4.490, -0.120)  0.467
C (1.792, 5.853, -0.027)  -0.452
C (1.464, 6.410, 1.205)  -0.454
C (1.376, 5.596, 2.332)  -0.668
C (1.609, 4.228, 2.228)  -0.507
C (1.926, 3.671, 0.994)  -0.379
H (1.873, 6.471, -0.914)  0.472
H (1.279, 7.475, 1.288)  0.475
H (1.125, 6.031, 3.293)  0.460
H (1.544, 3.596, 3.107)  0.444
H (2.102, 2.607, 0.892)  0.570
F (6.482, 1.785, -1.306)  -0.261
C (5.993, 1.087, -2.344)  0.367
C (4.961, 0.185, -2.133)  -0.508
C (4.450, -0.534, -3.210)  -0.109
C (4.985, -0.350, -4.483)  -0.725
C (6.024, 0.554, -4.682)  -0.315
C (6.528, 1.281, -3.608)  -0.447
H (4.563, 0.050, -1.134)  0.457
H (3.637, -1.236, -3.057)  0.402
H (4.589, -0.915, -5.321)  0.420
H (6.442, 0.693, -5.673)  0.365
H (7.330, 1.996, -3.746)  0.408
F (4.402, 7.752, 1.476)  -0.347
C (5.298, 6.794, 1.189)  0.325
C (5.270, 6.186, -0.056)  -0.382
C (6.201, 5.198, -0.356)  -0.469
C (7.145, 4.821, 0.597)  -0.509
C (7.161, 5.435, 1.846)  0.028
C (6.236, 6.432, 2.142)  -0.644
H (4.524, 6.486, -0.782)  0.440
H (6.193, 4.721, -1.330)  0.419
H (7.868, 4.047, 0.364)  0.405
H (7.894, 5.138, 2.589)  0.301
H (6.240, 6.927, 3.106)  0.423
F (-1.558, -1.394, 1.737)  -0.108
C (-1.844, -2.534, 2.376)  0.328
C (-2.374, -3.579, 1.652)  0.350
C (-2.667, -4.777, 2.295)  -0.855
C (-2.435, -4.903, 3.663)  -0.312
C (-1.905, -3.837, 4.384)  -0.648
C (-1.601, -2.644, 3.735)  -0.516
H (-2.553, -3.456, 0.592)  -0.022
H (-3.076, -5.610, 1.733)  0.422
H (-2.668, -5.836, 4.167)  0.439
H (-1.728, -3.934, 5.450)  0.388
H (-1.178, -1.806, 4.276)  0.434
F (-1.057, 4.966, 3.369)  -0.269
C (-2.220, 5.006, 2.701)  0.301
C (-2.511, 4.009, 1.782)  -0.255
C (-3.718, 4.047, 1.092)  -0.418
C (-4.616, 5.087, 1.321)  -0.548
C (-4.311, 6.085, 2.242)  -0.399
C (-3.109, 6.042, 2.941)  -0.487
H (-1.795, 3.213, 1.611)  0.499
H (-3.959, 3.268, 0.376)  0.439
H (-5.556, 5.118, 0.779)  0.369
H (-5.010, 6.896, 2.416)  0.360
H (-2.859, 6.805, 3.668)  0.408
F (-3.503, -8.538, -5.180)  -0.312
C (-2.332, -7.897, -5.031)  0.325
C (-2.200, -6.945, -4.033)  -0.494
C (-0.985, -6.285, -3.875)  0.026
C (0.079, -6.577, -4.726)  -0.593
C (-0.068, -7.532, -5.728)  -0.392
C (-1.279, -8.200, -5.879)  -0.438
H (-3.041, -6.725, -3.386)  0.468
H (-0.869, -5.545, -3.094)  0.184
H (1.024, -6.058, -4.605)  0.432
H (0.760, -7.755, -6.392)  0.364
H (-1.408, -8.952, -6.648)  0.406
F (10.365, 4.642, 3.907)  -0.319
C (10.078, 3.501, 4.553)  0.283
C (9.534, 2.439, 3.848)  -0.229
C (9.240, 1.254, 4.516)  -0.439
C (9.485, 1.149, 5.883)  -0.412
C (10.027, 2.224, 6.582)  -0.363
C (10.330, 3.405, 5.912)  -0.430
H (9.343, 2.542, 2.786)  0.441
H (8.822, 0.414, 3.972)  0.361
H (9.251, 0.226, 6.404)  0.360
H (10.212, 2.142, 7.647)  0.353
H (10.761, 4.249, 6.439)  0.403
F (-4.012, -7.479, 5.250)  -0.350
C (-5.171, -7.432, 4.574)  0.265
C (-5.455, -8.414, 3.638)  -0.415
C (-6.658, -8.368, 2.942)  -0.386
C (-7.559, -7.333, 3.181)  -0.422
C (-7.262, -6.349, 4.119)  -0.414
C (-6.064, -6.402, 4.824)  -0.198
H (-4.737, -9.207, 3.460)  0.409
H (-6.892, -9.135, 2.213)  0.367
H (-8.495, -7.295, 2.634)  0.369
H (-7.963, -5.542, 4.302)  0.367
H (-5.820, -5.649, 5.565)  0.421